An isolated molecule of C2H3ClOS at a distorted geometry. Source: the OMol25 dataset; level of theory: ωB97M-V with the def2-TZVPD basis set.

- Energy above the lowest of the compared OMol25 structures with the same formula, charge and spin: 36.80 kcal per mole
- Kohn-Sham gap: 9.19 eV
- Charge: 0
- Calculated total energy: -27526.0012 eV
- SMILES: OC(=S)CCl
- LUMO energy: 0.0023 hartree
- Multiplicity: 1

```
8
C2H3ClOS (ωB97M-V with the def2-TZVPD basis set)
C -0.86 0.29 -0.12
C 0.33 -0.62 -0.04
H 0.68 1.70 0.12
H 0.40 -0.99 1.16
H 0.25 -1.73 -0.62
O -0.36 1.49 -0.12
S -2.45 -0.14 -0.19
Cl 2.00 0.00 -0.21
```